[1]
2 unconnected molecules or ions with the total composition C7H11NOS in a non-equilibrium geometry. Source: the OMol25 dataset; level of theory: the ωB97M-V functional and the def2-TZVPD basis.

Each line ends with the Löwdin charge.
Atoms and positions in Å:
C  -3.21  -0.47  -0.21  -0.47
C  -1.52  0.95  0.08  -0.50
C  -0.85  -0.21  0.02  -0.43
C  -1.09  2.41  0.01  -0.05
C  1.67  -1.89  -0.64  -0.06
C  1.85  -0.24  1.35  -0.03
C  1.55  -0.50  -0.11  -0.38
N  -2.87  0.74  -0.03  -0.02
O  1.81  0.49  -1.03  -0.01
S  -1.81  -1.58  -0.17  0.92
H  -4.25  -0.84  0.00  0.08
H  -1.28  2.66  -1.07  0.08
H  -1.84  2.91  0.73  0.10
H  0.01  2.45  0.29  0.08
H  1.29  -2.09  -1.70  0.13
H  2.70  -2.19  -0.69  0.09
H  1.15  -2.49  0.01  0.04
H  2.18  0.86  1.50  0.13
H  2.52  -1.03  1.58  0.07
H  0.86  -0.22  1.84  0.08
H  1.13  0.28  -1.75  0.15

Output
E_LUMO (alpha / beta) in Eh: 0.0090 / 0.0090
Orbital gap (alpha / beta) in eV: 8.5 / 8.5


[2]
C7H11NOS2 in the gas phase in a non-equilibrium geometry. Source: the OMol25 dataset; level of theory: the ωB97M-V functional and the def2-TZVPD basis.

Each line ends with the Löwdin charge.
Atoms and positions in Å:
C  -3.16  -0.05  -0.70  -0.16
C  -3.72  -0.53  0.48  -0.39
C  -1.78  -0.33  -0.82  -0.39
C  -1.30  -1.08  0.23  -0.63
C  -0.93  0.15  -1.96  -0.05
C  0.70  0.19  1.91  -0.12
C  2.53  -0.69  0.31  -0.15
N  1.09  -0.30  0.62  -0.42
O  0.37  -2.60  1.60  -0.49
S  -2.52  -1.35  1.44  1.00
S  0.37  -1.86  0.34  0.92
H  -3.90  0.49  -1.31  0.12
H  -4.73  -0.30  0.77  0.06
H  -0.92  -0.61  -2.74  0.08
H  -1.34  0.98  -2.47  0.05
H  0.11  0.55  -1.57  0.12
H  -0.17  0.67  1.73  0.03
H  0.55  -0.66  2.48  0.03
H  1.54  0.90  2.38  0.15
H  2.57  -0.98  -0.83  0.11
H  3.01  0.32  0.36  0.09
H  3.02  -1.33  0.98  0.05

Output
E_LUMO in Eh: 0.0273
Orbital gap in eV: 9.6


[3]
A gas-phase ion, C7H11O3 (charge +1) in a non-equilibrium geometry. Source: the OMol25 dataset; level of theory: the ωB97M-V functional and the def2-TZVPD basis.

Each line ends with the Löwdin charge.
Atoms and positions in Å:
C  -0.80  0.29  -0.89  -0.27
C  -0.22  -0.65  0.17  -0.16
C  2.08  -0.03  -0.06  -0.01
C  -0.91  -1.37  1.23  0.03
C  -2.80  0.93  0.38  -0.09
C  4.42  0.38  -0.49  0.02
C  -2.30  0.31  -0.93  -0.15
O  0.00  0.85  -1.65  0.15
O  1.02  -0.64  0.08  0.20
O  3.14  -0.27  -0.73  0.03
H  -1.61  -0.74  1.84  0.12
H  -0.21  -1.91  1.81  0.09
H  -1.73  -2.05  0.93  0.13
H  -3.72  0.41  0.70  0.11
H  -2.92  2.00  0.31  0.09
H  -2.07  0.82  1.12  0.02
H  4.85  -0.09  0.51  0.14
H  4.31  1.45  -0.14  0.12
H  5.06  0.09  -1.35  0.12
H  -2.71  0.92  -1.77  0.13
H  -2.89  -0.71  -1.04  0.17

Output
E_LUMO (alpha / beta) in Eh: -0.2156 / -0.2041
Orbital gap (alpha / beta) in eV: 7.3 / 8.4
Total charge: +1


[4]
A gas-phase ion, C7H12 (charge -1) in a non-equilibrium geometry. Source: the OMol25 dataset; level of theory: the ωB97M-V functional and the def2-TZVPD basis.

Each line ends with the Löwdin charge.
Atoms and positions in Å:
C  -0.33  -3.04  -0.72  -0.13
C  0.41  -1.81  -1.29  -0.30
C  0.86  -0.83  -0.21  -0.30
C  -0.18  0.23  0.10  -0.22
C  0.15  1.50  0.56  -0.24
C  -0.71  2.61  0.79  -0.32
C  -0.37  3.76  1.48  -0.17
H  0.38  -3.82  -0.45  0.05
H  -1.02  -3.46  -1.46  0.05
H  -0.96  -2.75  0.12  0.06
H  -0.24  -1.26  -1.97  0.09
H  1.25  -2.16  -1.90  0.09
H  1.79  -0.33  -0.50  0.09
H  1.14  -1.37  0.72  0.09
H  -1.19  -0.15  -0.02  0.06
H  1.18  1.75  0.79  0.08
H  -1.70  2.55  0.34  0.06
H  0.57  3.95  1.96  -0.02
H  -1.02  4.61  1.68  -0.03

Output
Expectation value of S²: 0.77
E_LUMO (alpha / beta) in Eh: 0.1445 / 0.1433
Orbital gap (alpha / beta) in eV: 3.5 / 6.4
Spin multiplicity: 2
Total charge: -1


[5]
C7H12 in the gas phase in a non-equilibrium geometry. Source: the OMol25 dataset; level of theory: the ωB97M-V functional and the def2-TZVPD basis.

Each line ends with the Löwdin charge.
Atoms and positions in Å:
C  -3.76  0.82  0.08  -0.12
C  -2.38  0.85  -0.55  -0.16
C  -1.37  0.07  -0.07  -0.16
C  -0.03  0.00  -0.64  -0.13
C  1.08  -0.36  0.09  -0.15
C  2.36  -0.95  -0.34  -0.29
C  3.37  -0.40  0.60  -0.14
H  -3.75  -0.01  0.78  0.06
H  -4.64  0.75  -0.61  0.08
H  -3.84  1.77  0.62  0.07
H  -2.32  1.38  -1.48  0.09
H  -1.51  -0.58  0.86  0.13
H  -0.04  0.18  -1.77  0.12
H  1.14  -0.09  1.24  0.14
H  2.34  -2.01  -0.14  0.11
H  2.50  -0.71  -1.41  0.12
H  3.63  -1.17  1.31  0.07
H  4.27  0.04  0.18  0.07
H  2.93  0.42  1.25  0.08

Output
E_LUMO in Eh: 0.0370
Orbital gap in eV: 9.0
SMILES: C/C=C/C=C/CC


[6]
C7H12 in the gas phase in a non-equilibrium geometry. Source: the OMol25 dataset; level of theory: the ωB97M-V functional and the def2-TZVPD basis.

Each line ends with the Löwdin charge.
Atoms and positions in Å:
C  0.63  1.38  -0.11  -0.26
C  -0.70  1.45  -0.27  -0.12
C  -1.97  0.31  0.08  -0.08
C  -1.44  -1.32  0.14  -0.14
C  0.06  -1.07  -0.13  -0.27
C  1.59  -1.19  -0.16  -0.14
C  1.78  0.42  0.25  -0.22
H  1.15  2.37  0.24  0.12
H  -1.35  2.49  -0.29  0.13
H  -2.00  0.59  1.29  0.15
H  -2.84  0.52  -0.61  0.08
H  -1.51  -1.81  0.97  0.01
H  -2.00  -1.90  -0.63  0.10
H  0.01  -0.28  0.50  -0.01
H  -0.14  -0.46  -0.97  0.07
H  2.19  -1.96  0.50  0.11
H  2.18  -1.16  -1.25  0.14
H  2.87  0.87  -0.08  0.13
H  1.71  0.80  1.50  0.18

Output
E_LUMO in Eh: 0.0373
Orbital gap in eV: 9.8
SMILES: C1=CCCCCC1


[7]
C7H12 in the gas phase in a non-equilibrium geometry. Source: the OMol25 dataset; level of theory: the ωB97M-V functional and the def2-TZVPD basis.

Each line ends with the Löwdin charge.
Atoms and positions in Å:
C  -1.90  -0.86  -1.55  0.00
C  -1.48  0.05  -0.57  -0.16
C  -0.16  0.35  -0.09  -0.27
C  -0.08  1.38  0.82  -0.11
C  1.05  1.83  1.69  -0.09
C  0.99  -0.54  -0.60  -0.22
C  1.06  -1.92  0.09  -0.08
H  -2.30  -1.74  -1.07  0.05
H  -1.80  -0.59  -2.59  0.05
H  -2.31  0.29  0.14  0.10
H  -1.05  1.86  0.93  0.10
H  1.86  1.10  1.52  0.07
H  0.75  1.72  2.74  0.08
H  1.49  2.72  1.26  0.07
H  0.86  -0.64  -1.68  0.10
H  1.91  0.03  -0.70  0.10
H  1.53  -1.78  1.07  0.07
H  1.68  -2.53  -0.54  0.07
H  0.06  -2.28  0.36  0.07

Output
E_LUMO in Eh: 0.0031
Orbital gap in eV: 7.2
SMILES: C=C/C(=C/C)CC


[8]
A molecular structure, C7H12 in a non-equilibrium geometry. Source: the OMol25 dataset; level of theory: the ωB97M-V functional and the def2-TZVPD basis.

Each line ends with the Löwdin charge.
Atoms and positions in Å:
C  0.07  2.22  1.08  -0.07
C  0.25  1.00  0.25  -0.33
C  -0.31  0.64  -1.11  -0.06
C  0.04  -0.77  -0.63  -0.46
C  -0.82  -1.79  -0.14  -0.09
C  0.19  -2.21  -1.14  -0.07
C  1.14  -0.13  0.36  -0.10
H  -0.97  2.57  1.08  0.08
H  0.68  3.04  0.65  0.08
H  0.40  2.07  2.11  0.08
H  -1.02  -0.04  1.52  0.10
H  -1.37  0.84  -1.25  0.11
H  0.25  1.06  -1.97  0.11
H  -1.87  -1.85  -0.41  0.09
H  -1.08  -0.84  1.44  0.09
H  -0.12  -2.51  -2.14  0.09
H  1.14  -2.66  -0.84  0.10
H  2.07  -0.11  -0.23  0.12
H  1.32  -0.55  1.36  0.12

Output
E_LUMO (alpha / beta) in Eh: 0.0247 / 0.0008
Orbital gap (alpha / beta) in eV: 8.6 / 7.0


[9]
2 unconnected molecules or ions with the total composition C7H12 in a non-equilibrium geometry. Source: the OMol25 dataset; level of theory: the ωB97M-V functional and the def2-TZVPD basis.

Each line ends with the Löwdin charge.
Atoms and positions in Å:
C  -0.03  0.91  2.19  -0.11
C  0.19  -0.53  1.63  -0.18
C  -0.41  -0.75  0.25  -0.27
C  0.36  -0.43  -0.88  -0.21
C  0.96  0.78  -1.19  -0.20
C  1.19  1.10  -2.48  -0.07
C  -1.81  -1.20  0.03  -0.07
H  0.18  1.65  1.43  0.03
H  -1.02  1.19  2.54  0.07
H  0.72  1.04  2.97  0.07
H  -0.17  -1.21  2.39  0.11
H  1.25  -0.51  1.40  0.10
H  0.40  -1.25  -1.62  0.12
H  -0.63  1.17  -0.49  0.26
H  2.00  1.76  -2.77  0.03
H  1.04  0.27  -3.18  0.04
H  -2.52  -0.41  0.26  0.09
H  -1.96  -1.67  -0.94  0.08
H  -2.20  -1.91  0.80  0.08

Output
E_LUMO in Eh: -0.0182
Orbital gap in eV: 7.2


[10]
C7H12 in the gas phase. Source: the OMol25 dataset; level of theory: the ωB97M-V functional and the def2-TZVPD basis.

Each line ends with the Löwdin charge.
Atoms and positions in Å:
C  1.30  1.70  1.47  -0.08
C  0.20  0.93  0.78  -0.35
C  0.28  0.70  -0.76  -0.08
C  -0.32  -0.69  -0.51  -0.45
C  -1.68  -1.09  -0.97  -0.09
C  -0.46  -1.89  -1.38  -0.08
C  0.12  -0.61  0.95  -0.09
H  1.29  2.76  1.17  0.07
H  2.28  1.29  1.23  0.08
H  1.17  1.67  2.56  0.07
H  -0.78  1.36  1.02  0.14
H  -0.29  1.38  -1.41  0.11
H  1.32  0.66  -1.10  0.12
H  -2.14  -0.46  -1.74  0.10
H  -2.38  -1.52  -0.26  0.10
H  -0.13  -1.84  -2.41  0.10
H  -0.32  -2.85  -0.90  0.10
H  1.13  -1.03  1.08  0.12
H  -0.54  -1.02  1.72  0.11

Output
E_LUMO in Eh: 0.0428
Orbital gap in eV: 11.0
SMILES: CC1CC2(CC2)C1


[11]
2 unconnected molecules or ions with the total composition C7H12. Source: the OMol25 dataset; level of theory: the ωB97M-V functional and the def2-TZVPD basis.

Each line ends with the Löwdin charge.
Atoms and positions in Å:
C  -0.03  -1.86  0.06  -0.05
C  -0.43  -1.10  -1.15  -0.29
C  -0.18  -0.57  -2.30  -0.02
C  -1.62  -0.54  -1.87  -0.13
H  -0.36  -2.90  -0.05  0.08
H  1.05  -1.85  0.20  0.07
H  -0.51  -1.44  0.95  0.07
H  0.51  -0.34  -3.10  0.09
H  -2.07  0.40  -1.53  0.06
H  -2.34  -1.23  -2.32  0.07
C  -0.58  1.61  0.74  -0.03
C  0.31  1.30  1.67  -0.25
C  1.76  1.00  1.39  -0.12
H  -1.62  1.84  0.99  0.06
H  -0.31  1.65  -0.32  0.06
H  0.01  1.27  2.71  0.09
H  2.39  1.85  1.64  0.07
H  1.91  0.77  0.32  0.07
H  2.11  0.15  1.98  0.07

Output
E_LUMO in Eh: 0.0415
Orbital gap in eV: 10.1
SMILES: CC1=CC1.C=CC


[12]
C7H12 in the gas phase in a non-equilibrium geometry. Source: the OMol25 dataset; level of theory: the ωB97M-V functional and the def2-TZVPD basis.

Each line ends with the Löwdin charge.
Atoms and positions in Å:
C  1.11  -0.15  -2.21  -0.10
C  0.80  0.93  -1.06  -0.21
C  1.00  0.27  0.40  -0.14
C  0.43  -1.01  0.96  -0.17
C  -0.93  -0.48  1.80  -0.12
C  -1.40  0.73  0.90  -0.23
C  -0.58  0.58  -0.34  -0.15
H  0.37  -0.90  -1.85  0.03
H  0.86  0.16  -3.33  0.11
H  2.13  -0.48  -2.15  0.06
H  1.41  1.94  -1.46  0.17
H  1.13  0.98  1.03  0.03
H  0.10  -1.58  -0.08  0.13
H  1.05  -1.66  1.75  0.12
H  -0.91  0.15  2.73  0.11
H  -1.69  -1.22  1.73  0.07
H  -2.48  0.56  0.78  0.10
H  -1.53  1.67  1.29  0.07
H  -0.86  -0.48  -0.89  0.13

Output
E_LUMO in Eh: 0.0440
Orbital gap in eV: 9.1
SMILES: CC1[C@@H]2CCC[C@@H]12


Listing DFT total energy for the structures above in their given order: -21806.2355, -32642.6437, -13566.7280, -7451.3952, -7451.2901, -7445.0203, -7449.5383, -7446.5443, -7445.8971, -7452.1836, -7450.3374, -7446.5841 eV.